[1]
The following is a DFT calculation (ωB97M-V/def2-TZVPD) of a 5-piece molecular cluster, C45H62N8O3 overall in a non-equilibrium geometry.

The spin multiplicity is 1. The HOMO energy is -0.747 Ha. Its charge is +6. As for the LUMO energy: -14.39 eV.

CARTESIAN COORDINATES (ANGSTROEM)
C: -2.91 1.55 1.39
N: -1.55 1.84 1.98
C: -1.17 1.14 3.02
C: 0.12 1.21 3.53
C: 1.03 2.00 2.85
C: 0.61 2.80 1.80
C: -0.70 2.72 1.40
C: 2.52 2.00 3.33
C: 3.21 0.83 3.65
C: 4.43 0.90 4.24
N: 4.98 2.06 4.55
C: 4.39 3.20 4.23
C: 3.19 3.20 3.57
C: 6.30 2.13 5.36
H: -3.07 2.07 0.45
H: -3.66 1.89 2.10
H: -3.06 0.48 1.23
H: -1.93 0.52 3.49
H: 0.28 0.68 4.46
H: 1.13 3.49 1.17
H: -1.03 3.30 0.55
H: 2.69 -0.10 3.50
H: 5.02 0.03 4.48
H: 4.83 4.13 4.54
H: 2.70 4.15 3.38
H: 5.92 2.69 6.21
H: 7.01 2.58 4.68
H: 6.49 1.09 5.62
C: -2.03 -3.91 0.52
N: -0.58 -3.99 0.95
C: 0.15 -2.86 0.88
C: 1.50 -2.90 1.20
C: 2.11 -4.10 1.50
C: 1.34 -5.25 1.51
C: 0.00 -5.11 1.28
C: 3.64 -4.16 1.77
C: 4.21 -2.99 2.28
C: 5.59 -3.02 2.61
N: 6.30 -4.15 2.43
C: 5.76 -5.21 1.85
C: 4.43 -5.23 1.49
C: 7.63 -4.15 3.08
H: -2.01 -3.88 -0.57
H: -2.53 -3.12 1.07
H: -2.52 -4.84 0.84
H: -0.25 -1.93 0.50
H: 2.05 -1.98 1.09
H: 1.70 -6.23 1.77
H: -0.57 -6.02 1.33
H: 3.63 -2.11 2.51
H: 6.23 -2.24 3.01
H: 6.42 -6.05 1.69
H: 3.94 -6.09 1.07
H: 7.42 -3.81 4.09
H: 8.38 -3.72 2.42
H: 7.93 -5.20 3.19
C: 8.14 2.54 0.61
N: 6.75 3.03 0.43
C: 5.72 2.24 0.65
C: 4.43 2.60 0.26
C: 4.19 3.81 -0.31
C: 5.29 4.73 -0.33
C: 6.56 4.31 -0.04
C: 2.90 4.24 -0.96
C: 2.16 3.35 -1.71
C: 1.02 3.82 -2.42
N: 0.61 5.07 -2.29
C: 1.29 5.95 -1.47
C: 2.44 5.55 -0.83
C: -0.49 5.61 -3.13
H: 8.83 3.08 -0.04
H: 8.16 1.49 0.32
H: 8.46 2.60 1.65
H: 5.97 1.30 1.11
H: 3.67 1.86 0.39
H: 5.16 5.72 -0.75
H: 7.42 4.91 -0.28
H: 2.40 2.34 -2.00
H: 0.33 3.20 -2.99
H: 0.90 6.95 -1.35
H: 2.95 6.32 -0.28
H: -1.07 6.22 -2.44
H: -1.13 4.78 -3.44
H: -0.03 6.25 -3.88
C: -4.23 0.15 -2.96
C: -5.29 0.16 -4.05
C: -6.67 -0.41 -3.64
C: -6.71 -1.94 -3.42
N: -8.13 -2.52 -3.31
C: -8.21 -4.08 -3.34
C: -9.65 -4.41 -3.68
C: -10.15 -3.25 -4.54
C: -8.99 -2.21 -4.53
C: -8.77 -2.04 -2.05
H: -3.33 0.67 -3.31
H: -3.97 -0.88 -2.73
H: -4.56 0.61 -2.03
H: -5.09 -0.31 -5.02
H: -5.36 1.20 -4.40
H: -7.34 -0.07 -4.43
H: -7.00 0.12 -2.74
H: -6.25 -2.30 -2.50
H: -6.18 -2.46 -4.22
H: -7.88 -4.42 -2.36
H: -7.45 -4.36 -4.08
H: -10.33 -4.61 -2.85
H: -9.65 -5.36 -4.22
H: -11.06 -2.83 -4.12
H: -10.41 -3.42 -5.60
H: -9.31 -1.17 -4.47
H: -8.33 -2.34 -5.39
H: -7.99 -2.16 -1.30
H: -9.70 -2.58 -1.87
H: -8.95 -0.97 -2.17
N: -0.92 1.00 -1.82
O: -1.24 2.18 -1.40
O: -0.77 0.06 -0.96
O: -0.80 0.79 -3.05

***

[2]
The following is a DFT calculation (ωB97M-V/def2-TZVPD) of C5H8O as an isolated structure.

The spin multiplicity is 1. The HOMO energy is -0.310 Ha. As for the LUMO energy: 0.64 eV.

CARTESIAN COORDINATES (ANGSTROEM)
C: -0.91 1.02 -0.59
C: 0.19 0.07 -0.18
C: 0.24 -1.21 -0.98
O: -0.23 -0.48 1.36
C: 1.47 0.64 0.27
C: 1.24 0.32 1.51
H: -0.96 1.87 0.10
H: -0.65 1.41 -1.57
H: -1.88 0.53 -0.65
H: 0.96 -1.91 -0.53
H: 0.59 -0.96 -1.98
H: -0.74 -1.69 -1.05
H: -0.91 0.11 1.76
H: 1.59 0.27 2.52

***

[3]
The following is a DFT calculation (ωB97M-V/def2-TZVPD) of a 14-piece molecular cluster, C89H117F21N12O21PS7 overall in a non-equilibrium geometry.

The spin multiplicity is 1. The HOMO energy is -0.596 Ha. Its charge is +5. As for the LUMO energy: -8.96 eV.

CARTESIAN COORDINATES (ANGSTROEM)
C: 26.57 12.05 20.36
C: 26.39 12.38 21.82
N: 25.19 11.74 22.31
C: 25.15 10.63 23.13
C: 23.90 10.24 23.21
N: 23.17 11.16 22.48
C: 23.98 12.04 21.96
C: 21.78 11.13 22.17
H: 26.58 10.97 20.26
H: 27.44 12.45 19.90
H: 25.82 12.37 19.66
H: 26.35 13.45 21.99
H: 27.19 11.94 22.37
H: 26.06 10.13 23.53
H: 23.43 9.49 23.79
H: 23.63 12.90 21.42
H: 21.32 12.15 22.18
H: 21.21 10.53 22.95
H: 21.59 10.71 21.19
C: 11.42 23.22 11.51
C: 10.36 24.21 11.93
C: 10.38 25.58 11.27
C: 11.60 26.53 11.68
P: 11.60 27.14 13.40
C: 9.98 27.43 14.03
C: 9.15 28.59 13.48
C: 9.48 29.98 14.03
C: 9.65 29.98 15.57
C: 12.42 26.05 14.55
C: 12.70 26.54 15.95
C: 13.43 25.53 16.85
C: 14.81 25.14 16.40
C: 12.43 28.66 13.37
C: 13.90 28.54 13.07
C: 14.56 29.84 12.63
C: 14.63 30.87 13.75
H: 11.10 22.63 10.65
H: 11.68 22.64 12.42
H: 12.34 23.73 11.23
H: 10.57 24.38 12.99
H: 9.30 23.85 11.80
H: 9.42 26.09 11.24
H: 10.57 25.49 10.21
H: 11.71 27.50 11.08
H: 12.47 25.91 11.59
H: 10.11 27.48 15.10
H: 9.58 26.44 13.78
H: 8.12 28.28 13.67
H: 9.28 28.56 12.42
H: 8.64 30.70 13.87
H: 10.27 30.50 13.48
H: 10.57 29.44 15.88
H: 8.77 29.47 15.98
H: 9.88 30.99 15.96
H: 13.46 25.73 14.18
H: 11.83 25.13 14.57
H: 11.84 26.97 16.50
H: 13.30 27.38 15.73
H: 12.79 24.60 16.91
H: 13.40 25.93 17.86
H: 15.31 24.61 17.23
H: 15.38 26.02 16.11
H: 14.83 24.50 15.49
H: 12.35 29.10 14.36
H: 11.97 29.42 12.71
H: 13.98 27.82 12.24
H: 14.41 28.12 13.97
H: 13.98 30.31 11.83
H: 15.57 29.57 12.23
H: 15.42 30.60 14.44
H: 13.67 30.93 14.32
H: 14.77 31.85 13.31
C: 17.79 25.98 22.45
N: 16.50 25.37 22.14
C: 15.57 25.30 23.13
C: 14.35 24.77 22.90
C: 14.03 24.31 21.61
C: 15.01 24.32 20.65
C: 16.26 24.84 20.91
C: 12.69 23.80 21.40
C: 11.70 24.45 22.09
C: 10.44 23.93 21.99
N: 10.20 22.81 21.29
C: 11.19 22.18 20.62
C: 12.45 22.69 20.63
C: 8.84 22.21 21.43
H: 18.39 25.16 22.91
H: 17.74 26.78 23.25
H: 18.24 26.23 21.48
H: 15.94 25.71 24.07
H: 13.66 24.50 23.71
H: 14.98 23.90 19.67
H: 17.02 24.93 20.13
H: 11.78 25.37 22.69
H: 9.57 24.35 22.54
H: 11.07 21.26 20.07
H: 13.28 22.18 20.08
H: 8.71 21.39 20.75
H: 8.15 23.00 21.10
H: 8.74 21.91 22.43
C: 16.26 20.14 16.92
N: 16.78 19.31 18.00
C: 16.11 19.35 19.18
C: 16.49 18.53 20.23
C: 17.55 17.65 20.11
C: 18.28 17.67 18.88
C: 17.89 18.54 17.89
C: 18.00 16.83 21.22
C: 18.38 17.32 22.46
C: 18.93 16.48 23.39
N: 19.05 15.16 23.13
C: 18.72 14.68 21.92
C: 18.23 15.48 20.98
C: 19.58 14.26 24.19
H: 15.21 19.85 16.89
H: 16.86 20.02 16.00
H: 16.26 21.23 17.21
H: 15.24 19.97 19.24
H: 15.94 18.49 21.09
H: 19.08 16.95 18.81
H: 18.38 18.41 16.90
H: 18.32 18.39 22.75
H: 19.24 16.90 24.36
H: 18.89 13.63 21.80
H: 17.95 15.07 20.07
H: 20.50 14.71 24.61
H: 19.81 13.29 23.70
H: 18.81 14.00 24.91
C: 11.31 15.51 18.02
N: 11.63 15.47 19.48
C: 10.65 15.16 20.32
C: 10.90 15.08 21.68
C: 12.19 15.40 22.20
C: 13.18 15.72 21.28
C: 12.88 15.66 19.94
C: 12.39 15.40 23.68
C: 13.05 16.47 24.35
C: 13.31 16.32 25.71
N: 12.74 15.35 26.40
C: 11.98 14.43 25.79
C: 11.83 14.40 24.44
C: 12.98 15.20 27.87
H: 12.22 15.18 17.55
H: 11.17 16.57 17.74
H: 10.50 14.85 17.87
H: 9.66 15.02 19.92
H: 10.01 14.88 22.27
H: 14.21 15.83 21.54
H: 13.70 15.80 19.22
H: 13.46 17.29 23.80
H: 13.94 17.01 26.20
H: 11.57 13.63 26.39
H: 11.35 13.53 23.96
H: 13.24 16.18 28.37
H: 13.70 14.44 28.01
H: 12.07 14.89 28.39
C: 18.69 10.81 13.88
N: 18.03 12.11 13.69
C: 16.66 12.07 13.72
C: 15.92 13.19 13.77
C: 16.59 14.44 13.60
C: 17.98 14.42 13.53
C: 18.68 13.24 13.64
C: 15.81 15.75 13.51
C: 16.17 16.88 14.28
C: 15.38 18.01 14.23
N: 14.37 18.08 13.35
C: 14.09 17.05 12.58
C: 14.77 15.87 12.60
C: 13.63 19.37 13.22
H: 19.64 10.86 14.44
H: 19.00 10.31 12.93
H: 17.99 10.18 14.39
H: 16.25 11.10 13.74
H: 14.86 13.22 13.78
H: 18.50 15.39 13.51
H: 19.76 13.18 13.69
H: 16.98 16.97 14.98
H: 15.64 18.92 14.72
H: 13.20 17.22 11.89
H: 14.57 15.03 11.99
H: 13.63 19.87 14.19
H: 12.62 19.10 12.80
H: 14.21 19.91 12.50
C: 21.89 25.33 11.12
N: 21.93 24.49 12.26
C: 21.42 23.27 12.31
C: 21.46 22.45 13.43
C: 22.14 23.02 14.55
C: 22.62 24.28 14.49
C: 22.56 24.97 13.36
C: 22.26 22.11 15.73
C: 21.14 21.37 16.10
C: 21.34 20.39 17.10
N: 22.48 20.19 17.73
C: 23.56 20.99 17.41
C: 23.46 21.96 16.42
C: 22.56 19.15 18.84
H: 21.61 26.38 11.50
H: 21.09 24.98 10.40
H: 22.86 25.48 10.61
H: 20.94 22.95 11.34
H: 21.01 21.49 13.41
H: 23.01 24.70 15.37
H: 22.98 26.02 13.22
H: 20.12 21.37 15.68
H: 20.65 19.67 17.40
H: 24.51 20.84 17.95
H: 24.31 22.59 16.11
H: 21.59 18.67 18.85
H: 22.75 19.60 19.77
H: 23.31 18.44 18.49
C: 11.27 20.39 16.77
F: 10.42 21.13 17.40
F: 10.53 19.64 15.97
F: 12.09 21.18 15.99
S: 12.39 19.45 17.95
O: 13.07 18.56 16.99
O: 13.13 20.54 18.52
O: 11.47 18.86 18.92
C: 18.02 19.74 12.67
F: 18.52 20.93 12.23
F: 16.95 20.11 13.42
F: 17.58 19.01 11.62
S: 19.28 18.85 13.75
O: 20.54 19.39 13.43
O: 18.73 19.27 15.03
O: 18.95 17.40 13.49
C: 16.44 12.34 23.35
F: 17.57 12.29 24.00
F: 16.77 12.46 22.03
F: 15.80 11.19 23.55
S: 15.34 13.73 24.01
O: 16.31 14.81 24.34
O: 14.39 13.95 22.92
O: 14.73 13.11 25.20
C: 22.44 15.29 18.47
F: 21.30 15.50 17.76
F: 22.97 14.18 18.01
F: 23.31 16.26 18.29
S: 21.95 15.04 20.24
O: 23.20 14.80 20.89
O: 21.31 16.36 20.54
O: 21.10 13.82 20.13
C: 19.68 23.56 19.44
F: 19.58 24.88 19.49
F: 20.96 23.26 19.32
F: 19.23 23.01 20.61
S: 18.69 22.86 18.07
O: 17.27 23.15 18.50
O: 19.17 23.57 16.89
O: 19.05 21.47 18.16
C: 15.87 21.11 23.67
F: 16.31 22.32 23.27
F: 16.95 20.29 23.51
F: 15.57 21.12 24.96
S: 14.55 20.55 22.60
O: 14.52 19.12 22.80
O: 13.44 21.37 23.09
O: 15.02 21.01 21.31
C: 17.54 13.29 17.52
F: 16.96 12.46 18.34
F: 18.68 13.58 18.13
F: 17.82 12.73 16.38
S: 16.73 14.89 17.27
O: 17.89 15.66 16.73
O: 15.68 14.66 16.25
O: 16.39 15.27 18.63

***

[4]
The following is a DFT calculation (ωB97M-V/def2-TZVPD) of one molecule with the formula Br2H2NOP in a non-equilibrium geometry.

The spin multiplicity is 1. The HOMO energy is -0.386 Ha. As for the LUMO energy: -0.24 eV.

CARTESIAN COORDINATES (ANGSTROEM)
N: 1.15 0.08 -0.32
P: -0.51 -0.04 0.46
O: -0.53 -0.07 1.93
Br: -1.54 1.69 -0.46
Br: -1.57 -1.75 -0.32
H: 1.51 0.94 -0.71
H: 1.48 -0.85 -0.58

***

[5]
The following is a DFT calculation (ωB97M-V/def2-TZVPD) of one molecule with the formula C24H31ClN4O5S in a non-equilibrium geometry.

The spin multiplicity is 1. The HOMO energy is -0.287 Ha. As for the LUMO energy: 0.25 eV.

CARTESIAN COORDINATES (ANGSTROEM)
C: -4.44 -4.62 -0.84
C: -5.26 -3.48 -1.45
N: -5.00 -2.15 -0.94
C: -5.33 -1.97 0.47
C: -5.33 -0.48 0.78
N: -4.05 0.12 0.47
S: -2.84 -0.09 1.62
O: -1.90 -1.11 1.26
O: -3.47 -0.16 2.90
C: -2.03 1.50 1.45
C: -2.75 2.64 1.73
C: -2.15 3.88 1.60
C: -0.82 3.95 1.19
Cl: -0.06 5.49 1.04
C: -0.09 2.80 0.91
C: 1.37 2.90 0.56
O: 2.21 2.94 1.45
N: 1.68 2.94 -0.74
C: 0.74 2.76 -1.83
C: 0.29 4.10 -2.42
C: 3.08 3.12 -1.11
C: 3.80 1.76 -1.18
O: 4.10 1.26 -2.25
N: 4.03 1.25 0.04
C: 4.62 0.03 0.39
C: 4.64 -0.32 1.74
C: 5.22 -1.50 2.15
C: 5.80 -2.36 1.22
O: 6.36 -3.50 1.73
C: 6.96 -4.41 0.84
C: 5.79 -2.01 -0.12
C: 5.20 -0.83 -0.54
C: -0.71 1.56 1.05
C: -3.63 -0.15 -0.89
C: -3.67 -1.65 -1.21
H: -4.63 -4.71 0.23
H: -3.37 -4.45 -0.99
H: -4.71 -5.56 -1.31
H: -6.32 -3.68 -1.30
H: -5.08 -3.45 -2.53
H: -4.60 -2.46 1.13
H: -6.32 -2.40 0.65
H: -6.09 0.03 0.18
H: -5.52 -0.31 1.84
H: -3.78 2.55 2.05
H: -2.69 4.79 1.82
H: 1.23 2.16 -2.59
H: -0.13 2.22 -1.45
H: -0.41 3.92 -3.24
H: -0.20 4.70 -1.67
H: 1.14 4.65 -2.81
H: 3.56 3.76 -0.36
H: 3.13 3.60 -2.09
H: 3.66 1.79 0.83
H: 4.18 0.34 2.47
H: 5.23 -1.78 3.19
H: 6.24 -4.79 0.11
H: 7.80 -3.95 0.31
H: 7.32 -5.23 1.46
H: 6.23 -2.65 -0.87
H: 5.20 -0.56 -1.58
H: -0.17 0.64 0.87
H: -4.30 0.39 -1.56
H: -2.61 0.23 -1.00
H: -2.90 -2.15 -0.60
H: -3.44 -1.80 -2.27